# 1
Formula: C27H46N2O11
Source: the Open Molecules 2025 dataset
Level of theory: wB97M-V/def2-TZVPD

Geometry (Å):
O: -18.47922 13.91238 20.98420
C: -17.94031 12.96836 21.48517
O: -18.31754 12.50582 22.70031
C: -17.40434 11.50490 23.14434
C: -16.79606 10.91340 21.88385
C: -16.78927 12.12924 20.95153
H: -17.84931 10.74796 23.78748
H: -16.62164 11.97479 23.75038
H: -17.36395 10.08112 21.47354
H: -15.78175 10.55743 22.06886
H: -17.09975 11.87724 19.93641
H: -15.86047 12.69036 20.92564
O: -25.88151 16.72616 25.43348
C: -25.20561 16.23801 24.57058
O: -24.06658 15.56340 24.81674
C: -23.43352 15.17252 23.58100
C: -24.05426 16.02826 22.45451
C: -25.42191 16.35672 23.07197
H: -23.57836 14.10022 23.45953
H: -22.36282 15.33862 23.69893
H: -24.05800 15.38441 21.58251
H: -23.47056 16.94350 22.38884
H: -26.20465 15.73579 22.63856
H: -25.71202 17.38972 22.87566
O: -26.72144 12.02168 21.19576
C: -27.17514 12.95255 20.59997
O: -26.48461 14.09499 20.39208
C: -27.36659 15.16679 20.03113
C: -28.77261 14.60654 20.24373
C: -28.56355 13.11138 20.03089
H: -27.20557 15.38691 18.97412
H: -27.19832 16.05377 20.63359
H: -29.55001 15.10692 19.66571
H: -29.11364 14.79969 21.26907
H: -28.55094 12.90554 18.95666
H: -29.28567 12.46313 20.51277
O: -23.78604 13.13038 29.42281
C: -23.74516 12.18233 28.70449
O: -23.60791 10.92628 29.21290
C: -23.74896 9.90322 28.21052
C: -23.98816 10.63176 26.88037
C: -23.76112 12.11703 27.19182
H: -24.66067 9.38831 28.51685
H: -22.92354 9.20084 28.15496
H: -24.94463 10.43791 26.39516
H: -23.28963 10.34577 26.08728
H: -24.51136 12.74700 26.72184
H: -22.79256 12.46566 26.83297
C: -26.17225 10.02516 18.31551
O: -26.43033 9.61191 19.64023
H: -25.13558 10.35667 18.18285
H: -26.31461 9.18408 17.63726
H: -26.85726 10.82574 18.01200
H: -26.34123 10.38470 20.21332
C: -19.71926 7.92046 20.54170
O: -20.14618 9.10282 19.89957
H: -19.12454 8.16479 21.41830
H: -20.57604 7.30860 20.86022
H: -19.16022 7.25965 19.86457
H: -20.97010 8.86388 19.43932
C: -23.53568 7.91898 19.46777
O: -22.48569 8.47602 18.65204
H: -23.48312 8.42594 20.42469
H: -24.51231 7.97936 18.99411
H: -23.34878 6.85255 19.64688
H: -22.26009 7.85427 17.95443
N: -22.26278 10.79790 21.51937
C: -21.37815 11.24598 22.44756
C: -22.10744 11.73770 23.51049
C: -23.48238 11.50413 23.24034
C: -23.53501 10.89499 22.01061
H: -22.06908 10.68993 20.53657
H: -20.32222 11.37049 22.29454
H: -21.62865 12.19146 24.36592
H: -24.35420 11.84072 23.77814
H: -24.37679 10.60929 21.40579
N: -21.14478 13.20727 19.65802
C: -22.17526 14.01774 20.03408
C: -23.22321 13.79104 19.18133
C: -22.86940 12.66204 18.38392
C: -21.56041 12.35732 18.66654
H: -20.18440 13.27882 19.95491
H: -22.10122 14.70179 20.85982
H: -24.16399 14.31260 19.14794
H: -23.54892 12.15870 17.71644
H: -20.96614 11.52017 18.33830

Summary:
Largest force on an atom in hartree/bohr: 0.033
SMILES: c1cc[nH]c1.c1cc[nH]c1.O=C1CCCO1.O=C1CCCO1.O=C1CCCO1.O=C1CCCO1.CO.CO.CO
Charge: 0
M in g mol⁻¹: 574.7
ΔE to the lowest compared entry with this formula, charge and spin in kJ/mol: 0.0
Calculated total energy in eV: -54246.73186

Here are the Mulliken charges for atoms 1 to 2, given in e: number 1, O, carries -0.69; number 2, C, carries 0.66

=====

# 2
Formula: C27H46N4O8
Source: the Open Molecules 2025 dataset
Level of theory: wB97M-V/def2-TZVPD

Geometry (Å):
C: 1.60181 -4.75578 2.46652
C: 1.89680 -3.65473 1.40336
C: 2.24854 -4.25009 0.03900
N: 2.13883 -3.32068 -1.12529
C: 2.26630 -1.92821 -0.81423
C: 1.19631 -1.06538 -1.02587
O: 0.02117 -1.50362 -1.56788
C: -0.90599 -2.03709 -0.60921
C: -2.21132 -1.20607 -0.43704
C: -2.36960 -0.06101 -1.45922
C: -3.44447 -2.15834 -0.55798
C: -4.53699 -1.86410 0.48902
C: -5.09882 -0.42788 0.32834
C: -5.72198 -2.86752 0.27276
C: 1.28816 0.27135 -0.69987
C: 2.43807 0.83326 -0.18923
O: 2.58331 2.13762 0.17902
C: 2.24948 3.09404 -0.81820
C: 1.72104 4.37540 -0.09018
C: 2.62777 4.53368 1.16715
C: 0.28902 4.05074 0.43009
C: -0.87374 4.70373 -0.36511
C: -2.08248 3.73943 -0.24139
C: -0.59515 4.88519 -1.88454
C: 3.50829 -0.00592 -0.00607
C: 3.40798 -1.35318 -0.31763
C: 4.75157 -2.01296 0.00413
O: 5.04841 -3.16350 0.20070
N: 5.65040 -0.89739 0.09264
C: 4.91059 0.26835 0.52534
O: 5.34568 1.21500 1.12941
H: 1.25695 -5.69017 2.02007
H: 2.45830 -4.87453 3.13024
H: 0.78580 -4.38326 3.09531
H: 2.78888 -3.13512 1.76746
H: 1.04809 -2.97473 1.39306
H: 3.23147 -4.72345 0.08906
H: 1.52637 -5.05944 -0.14225
H: 2.91350 -3.55426 -1.73729
H: -1.15475 -3.04621 -0.94971
H: -0.42520 -2.12148 0.36704
H: -2.23982 -0.82840 0.58994
H: -1.43469 0.40858 -1.76035
H: -2.95846 0.72215 -0.97171
H: -2.97621 -0.37350 -2.31067
H: -3.14906 -3.20616 -0.41733
H: -3.92415 -2.09006 -1.54101
H: -4.17870 -2.00059 1.51470
H: -4.55048 0.26834 0.97539
H: -4.95401 -0.09079 -0.70243
H: -6.15190 -0.36036 0.56371
H: -6.24292 -3.01174 1.21713
H: -5.31718 -3.84626 -0.01089
H: -6.39638 -2.47237 -0.49015
H: 0.42738 0.91414 -0.84811
H: 3.10644 3.39267 -1.43641
H: 1.45427 2.76229 -1.49138
H: 1.76784 5.25266 -0.73454
H: 3.66964 4.29698 0.93949
H: 2.24570 3.90914 1.97315
H: 2.60076 5.56512 1.53952
H: 0.18053 2.96024 0.46134
H: 0.22206 4.38479 1.47086
H: -1.12037 5.65454 0.11344
H: -2.11069 3.30845 0.76756
H: -1.91857 2.89300 -0.91282
H: -3.02415 4.25134 -0.45162
H: -1.48627 4.55391 -2.42727
H: 0.23181 4.28303 -2.26015
H: -0.46746 5.94953 -2.09614
H: 5.97912 -0.57878 -0.82172
C: 9.39474 0.76322 -0.64205
N: 9.01327 0.94950 -2.06988
O: 8.03588 0.35094 -2.47203
O: 9.70570 1.68773 -2.73243
H: 8.68819 0.08204 -0.17990
H: 10.40019 0.35317 -0.62509
H: 9.36177 1.73885 -0.16639
C: -9.92840 -1.53906 2.06279
N: -8.67773 -0.90472 1.56482
O: -7.62176 -1.35524 1.95782
O: -8.80362 0.02305 0.79494
H: -9.66190 -2.34636 2.73508
H: -10.49850 -0.77302 2.57993
H: -10.47029 -1.91366 1.19935

Summary:
Largest force on an atom in hartree/bohr: 0.047
SMILES: CCCNc1c(OC[C@@H](C)CC(C)C)cc(OC[C@H](C)CC(C)C)c2c1C(=O)NC2=O.C[N+](=O)[O-].C[N+](=O)[O-]
Charge: 0
M in g mol⁻¹: 554.7
Calculated total energy in eV: -51078.08479

Here are the Mulliken charges for atoms 1 to 2, given in e: number 1, C, carries -1.35; number 2, C, carries 0.55

=====

# 3
Formula: C27H47F2N4O5PS
Source: the Open Molecules 2025 dataset
Level of theory: wB97M-V/def2-TZVPD

Geometry (Å):
C: -8.16274 0.00665 0.86179
C: -7.11223 -1.02266 0.24890
C: -5.68820 -0.31900 -0.05935
C: -4.58001 -1.33720 0.42491
C: -3.12561 -0.75522 0.49642
C: -1.99522 -1.65161 0.14219
C: -2.19219 -3.13560 -0.32345
C: -2.06043 -3.33975 -1.90662
C: -2.21155 -1.99347 -2.73164
F: -0.97772 -1.27561 -2.80788
C: -0.54834 -1.10443 0.25315
C: 0.62362 -2.09371 -0.11737
C: 0.95860 -2.87454 1.23276
F: 2.12876 -3.68919 1.08519
C: -0.25422 0.26511 0.70558
C: 1.23087 0.80207 0.86124
C: 1.50406 2.08022 -0.03997
P: 2.75170 1.72291 -1.37178
O: 2.61572 0.32978 -1.90568
O: 4.28520 1.99527 -0.72765
C: 5.20712 2.29912 -1.82416
C: 5.48008 3.84731 -2.00521
O: 2.52981 2.91593 -2.54634
C: 1.44955 2.55829 -3.44742
C: 0.53818 3.82158 -3.79446
C: -1.34541 1.26248 1.05676
N: -1.23299 2.57571 1.45803
S: -2.84414 3.03634 1.69158
N: -3.63969 1.62522 1.31188
C: -2.74971 0.63240 0.92235
H: -8.76629 -0.48820 1.68158
H: -8.81059 0.41574 0.03343
H: -7.64250 0.87913 1.36996
H: -6.92510 -1.79023 1.06769
H: -7.50348 -1.60453 -0.62999
H: -5.71108 0.65362 0.49424
H: -5.65489 -0.21103 -1.18287
H: -4.57462 -2.18649 -0.32781
H: -4.79519 -1.80795 1.43775
H: -3.19821 -3.56347 -0.02898
H: -1.43804 -3.78425 0.22127
H: -2.79955 -4.09290 -2.31359
H: -1.03829 -3.74746 -2.18397
H: -2.45759 -2.30019 -3.79700
H: -3.04228 -1.34818 -2.33766
H: 1.56808 -1.54340 -0.40794
H: 0.34655 -2.82329 -0.92165
H: 0.12242 -3.56946 1.54075
H: 1.12579 -2.17404 2.10135
H: 1.28874 1.15520 1.94090
H: 1.99573 -0.01310 0.76702
H: 0.53370 2.38844 -0.53263
H: 1.81050 2.94543 0.62061
H: 4.84041 1.85542 -2.79585
H: 6.21079 1.81739 -1.57332
H: 4.64811 4.35265 -2.59061
H: 5.53378 4.39722 -1.02150
H: 6.41174 3.94954 -2.62510
H: 1.91592 2.22397 -4.41619
H: 0.79634 1.75836 -2.98241
H: 0.98802 4.79133 -3.41883
H: -0.49233 3.71329 -3.35159
H: 0.40951 3.91108 -4.90719
C: -5.30285 -4.95301 4.16961
C: -5.27376 -3.55030 3.62146
O: -4.98083 -3.31239 2.45494
N: -5.58569 -2.53365 4.46531
C: -5.95463 -2.61200 5.86469
H: -5.03270 -5.65491 3.38276
H: -4.58325 -5.05303 4.98445
H: -6.30665 -5.19805 4.52207
H: -5.54547 -1.62296 4.03026
H: -6.94723 -2.17411 5.98552
H: -5.23569 -2.03030 6.44463
H: -5.96627 -3.63570 6.22872
C: 9.18126 1.63010 -0.16848
C: 9.12423 2.25888 -1.53697
O: 8.19920 2.05145 -2.30975
N: 10.14576 3.07940 -1.90067
C: 11.31841 3.44511 -1.13192
H: 8.30273 1.00447 -0.02029
H: 10.07090 1.00358 -0.07943
H: 9.18807 2.40459 0.60111
H: 10.04097 3.46392 -2.82815
H: 11.32946 4.53032 -1.01276
H: 12.20633 3.13895 -1.68867
H: 11.32873 2.97562 -0.15204

Summary:
Largest force on an atom in hartree/bohr: 0.072
Charge: 0
M in g mol⁻¹: 608.7
Calculated total energy in eV: -70517.20486

Here are the Mulliken charges for atoms 1 to 2, given in e: number 1, C, carries -1.08; number 2, C, carries -0.07

=====

# 4
Formula: C27H47N2O14S5
Source: the Open Molecules 2025 dataset
Level of theory: wB97M-V/def2-TZVPD

Geometry (Å):
O: -0.69977 -1.67088 -2.67472
N: -0.95895 -2.57809 -2.02151
O: -2.40409 -2.93584 -2.14929
C: -2.78410 -3.20338 -3.46958
C: -2.01715 -4.32320 -4.10791
C: -1.16961 -4.16080 -5.19359
C: -0.57861 -5.27170 -5.77061
C: 0.33330 -5.09253 -6.94599
O: 1.45635 -4.79534 -6.76967
O: -0.18438 -5.30504 -8.13767
C: -0.81128 -6.53263 -5.25959
C: -1.62212 -6.65749 -4.15097
N: -2.19765 -5.56582 -3.62198
H: -2.72089 -2.34475 -4.12239
H: -3.82587 -3.48883 -3.46827
H: -0.98795 -3.18379 -5.59026
H: -1.13415 -5.46590 -8.09392
H: -0.36369 -7.39905 -5.69893
H: -1.82893 -7.61233 -3.71610
H: -2.80218 -5.66525 -2.81491
C: 3.76880 -2.50766 -2.83198
C: 3.46908 -3.29512 -4.11782
C: 3.20528 -4.74932 -3.70705
S: 2.54333 -4.67797 -2.04078
O: 3.45903 -5.33095 -1.14447
O: 1.14668 -5.07065 -2.08160
C: 2.68275 -2.90837 -1.83971
H: 3.76226 -1.43289 -3.00092
H: 4.75220 -2.78244 -2.44652
H: 2.58184 -2.87815 -4.60014
H: 4.28551 -3.23736 -4.83460
H: 2.47060 -5.23660 -4.34249
H: 4.11999 -5.33707 -3.68272
H: 2.91921 -2.68213 -0.80444
H: 1.73004 -2.46541 -2.10357
C: -7.82502 -1.89930 -2.67878
C: -8.22330 -0.78134 -3.65336
C: -7.38698 -0.96310 -4.92810
S: -7.02955 -2.72154 -5.03926
O: -5.59755 -2.91550 -4.90777
O: -7.72642 -3.30473 -6.15087
C: -7.81816 -3.18580 -3.50028
H: -8.51274 -1.97007 -1.83894
H: -6.82677 -1.70599 -2.27945
H: -9.28357 -0.86726 -3.89328
H: -8.06491 0.20487 -3.22264
H: -7.91825 -0.66739 -5.82820
H: -6.43607 -0.43756 -4.87163
H: -7.26249 -4.00126 -3.04383
H: -8.82777 -3.51270 -3.74380
C: -0.94191 1.73701 1.14155
C: -1.49227 1.64707 -0.29066
C: -0.28935 1.65004 -1.24525
S: 1.07623 0.93141 -0.31801
O: 2.08675 1.93749 -0.12570
O: 1.42497 -0.35663 -0.87355
C: 0.18941 0.71852 1.22123
H: -1.70846 1.53270 1.88556
H: -0.55159 2.73830 1.33014
H: -2.05526 0.71816 -0.40745
H: -2.16814 2.46997 -0.51567
H: -0.45313 1.05248 -2.13828
H: 0.00547 2.65870 -1.52590
H: 0.87130 0.88426 2.05402
H: -0.18850 -0.30345 1.24130
C: 4.46523 4.90440 3.80209
C: 4.23086 4.25744 2.42700
C: 3.81752 2.80165 2.67484
S: 3.01430 2.78050 4.27947
O: 3.80170 1.98289 5.18701
O: 1.60529 2.50412 4.10122
C: 3.26599 4.50806 4.65800
H: 4.55576 5.98644 3.73366
H: 5.38467 4.51704 4.24521
H: 3.42750 4.78636 1.91093
H: 5.11463 4.30796 1.79362
H: 3.11349 2.43683 1.93213
H: 4.67646 2.13578 2.72600
H: 3.42987 4.62502 5.72187
H: 2.36734 5.04584 4.35844
C: 3.46299 5.79858 10.30535
C: 3.08185 7.26223 10.57355
C: 2.91534 7.94954 9.21114
S: 2.41391 6.65889 8.06258
O: 3.45616 6.48312 7.07810
O: 1.05221 6.86749 7.64601
C: 2.49889 5.30507 9.23078
H: 3.39686 5.19058 11.20533
H: 4.48904 5.74317 9.93696
H: 2.13997 7.29922 11.12295
H: 3.83196 7.77062 11.17594
H: 2.14891 8.71928 9.21641
H: 3.85253 8.36348 8.84568
H: 2.83238 4.40824 8.71362
H: 1.49555 5.15749 9.62767

Summary:
Largest force on an atom in hartree/bohr: 0.036
Charge: +1
M in g mol⁻¹: 784.0
Calculated total energy in eV: -114572.41913

Here are the Mulliken charges for atoms 1 to 2, given in e: number 1, O, carries -0.16; number 2, N, carries 0.34

=====

# 5
Formula: C27H47N7O7
Source: the Open Molecules 2025 dataset
Level of theory: wB97M-V/def2-TZVPD

Geometry (Å):
C: -1.33182 4.39414 5.23174
C: -1.70626 4.51819 3.64916
C: -0.47114 4.11653 2.67680
O: 0.18307 2.90020 3.09412
C: -0.37900 1.73568 2.46620
C: -1.79871 1.64602 1.83731
N: -2.41853 0.49962 1.24805
C: -1.49135 -0.58854 1.33860
C: -2.01009 -1.98770 0.78298
N: -3.40350 -2.06905 0.26500
C: -1.16822 -3.27736 0.78275
C: 0.30660 -3.23817 1.35743
C: 1.11078 -4.61494 1.34970
C: 2.49910 -4.59586 2.16238
C: 2.28396 -5.17388 3.65515
C: 1.97693 -3.98787 4.69380
O: 2.82808 -3.10040 4.94314
O: 0.71351 -3.87912 5.38546
C: 0.81698 -1.88673 1.90368
C: -0.05897 -0.56562 1.90881
N: 0.50975 0.61482 2.48019
H: -1.72655 3.36170 5.57366
H: -1.92971 5.22137 5.76227
H: -0.20375 4.50772 5.34412
H: -2.00773 5.59730 3.36569
H: -2.63813 3.87723 3.49278
H: 0.29064 4.98438 2.78186
H: -0.79557 4.13978 1.57132
H: -2.45880 2.59186 1.83823
H: -3.96176 -1.55226 0.98028
H: -3.67011 -3.06591 0.41911
H: -1.59850 -4.26152 0.40448
H: 0.43548 -5.39173 1.88618
H: 1.22323 -5.01464 0.26702
H: 3.01553 -3.57253 2.18564
H: 3.19358 -5.34830 1.62351
H: 1.42817 -5.93919 3.73280
H: 3.25772 -5.68924 3.96101
H: 0.14724 -4.57225 4.96114
H: 1.87270 -1.81444 2.33823
C: 4.26545 -4.21920 -2.34470
C: 2.86923 -3.96903 -1.84554
O: 2.20274 -4.84850 -1.30094
N: 2.34480 -2.72978 -2.00899
C: 2.95782 -1.56638 -2.61853
H: 4.54148 -5.25493 -2.14084
H: 4.31384 -4.05495 -3.42340
H: 4.97203 -3.56599 -1.82872
H: 1.40407 -2.64173 -1.64754
H: 2.98637 -0.76831 -1.87688
H: 2.33448 -1.25275 -3.45603
H: 3.96667 -1.76926 -2.97304
C: 0.89516 -4.62034 -4.47246
C: 1.08952 -3.68487 -5.63429
O: 1.82332 -2.70575 -5.56607
N: 0.42108 -3.95015 -6.79039
C: -0.48343 -5.04324 -7.07350
H: 1.49245 -4.27550 -3.62714
H: -0.15446 -4.63225 -4.17071
H: 1.22516 -5.62641 -4.74051
H: 0.60380 -3.27756 -7.52199
H: -0.08372 -5.60906 -7.91799
H: -1.45215 -4.62294 -7.35304
H: -0.60892 -5.70636 -6.21979
C: 3.84055 2.47160 -4.82716
C: 2.69216 1.80777 -4.11732
O: 2.85359 1.13485 -3.10735
N: 1.44162 1.97135 -4.62841
C: 1.04159 2.71957 -5.79999
H: 4.76851 2.24771 -4.29955
H: 3.92316 2.09046 -5.84725
H: 3.70172 3.55477 -4.83635
H: 0.72622 1.49568 -4.09620
H: 0.32842 3.48661 -5.48991
H: 0.54842 2.03382 -6.49256
H: 1.88728 3.19074 -6.29724
C: -6.32449 6.66765 4.22260
C: -4.91043 6.72186 4.73339
O: -4.34304 5.73414 5.18185
N: -4.25714 7.91551 4.68732
C: -4.74462 9.18762 4.19968
H: -6.70662 5.65139 4.32630
H: -6.96101 7.33664 4.80561
H: -6.35360 6.94094 3.16566
H: -3.31409 7.86996 5.04767
H: -4.09018 9.51802 3.39004
H: -4.69288 9.91052 5.01685
H: -5.76829 9.12503 3.83560

Summary:
Largest force on an atom in hartree/bohr: 0.129
SMILES: CCCOc1cnc2c(N)cc(CCCC(=O)O)cc2n1.CNC(C)=O.CNC(C)=O.CNC(C)=O.CNC(C)=O
Charge: 0
M in g mol⁻¹: 581.7
ΔE to the lowest compared entry with this formula, charge and spin in kJ/mol: 765.7
Calculated total energy in eV: -53519.50641

Here are the Mulliken charges for atoms 1 to 2, given in e: number 1, C, carries -0.95; number 2, C, carries 0.07